Density functional theory data (ωB97M-V/def2-TZVPD) for 2 unconnected molecules or ions with the total composition C6H10N3.

Properties
**Strongest force on any atom**: 5.61 eV/Å
**Kohn-Sham gap**: 8.07 eV
**Lowest unoccupied orbital energy**: -5.856 eV
**Energy above the lowest of the compared OMol25 structures with the same formula, charge and spin**: 456.8 kJ/mol

ORCA input file:
```
! wB97M-V def2-TZVPD RIJCOSX def2/J DEFGRID3
* xyz 1 1
C 3.080 0.024 -0.094
C 0.267 -0.081 0.185
C -1.842 0.796 0.131
C -0.785 1.938 0.135
C -1.363 -1.789 -0.103
C 2.374 -1.136 -0.011
N 3.673 1.009 -0.175
N -0.948 -0.476 0.239
N 0.427 1.233 -0.006
H -2.542 0.866 1.014
H -2.169 0.758 -0.915
H -0.855 2.719 -0.578
H -0.959 2.558 1.090
H -1.403 -2.575 0.665
H -2.296 -1.870 -0.774
H -0.559 -2.140 -0.898
H 2.534 -1.725 0.980
H 2.013 -1.795 -0.795
H 1.354 1.688 -0.089
*
```

Atomic partial charges in e from the Mulliken method, atoms 1 to 4:
1 C 0.530
2 C 0.071
3 C -0.494
4 C -0.574

Density functional theory data (ωB97M-V/def2-TZVPD) for 2 unconnected molecules or ions with the total composition C4H11NO2.

Properties
**Strongest force on any atom**: 6.02 eV/Å
**Kohn-Sham gap**: 9.97 eV
**Lowest unoccupied orbital energy**: 0.871 eV
**SMILES**: CC[C@@H](N)C=O.O
**Energy above the lowest of the compared OMol25 structures with the same formula, charge and spin**: 240.2 kJ/mol

ORCA input file:
```
! wB97M-V def2-TZVPD RIJCOSX def2/J DEFGRID3
* xyz 0 1
C -1.313 -2.467 -0.907
C -0.758 -1.917 0.432
C -0.366 -0.487 0.421
N -1.548 0.380 0.275
C 0.478 0.068 1.676
O 1.360 0.874 1.522
H -2.417 -2.433 -1.136
H -1.179 -3.593 -0.945
H -0.880 -2.004 -1.924
H 0.015 -2.570 0.864
H -1.727 -2.094 1.118
H 0.230 -0.224 -0.461
H -1.331 1.263 0.065
H -2.064 0.285 1.173
H -0.116 -0.141 2.586
O 2.062 3.124 -2.434
H 1.883 3.156 -3.437
H 2.802 2.526 -2.270
*
```

Atomic partial charges in e from the Mulliken method, atoms 1 to 4:
1 C -1.035
2 C -0.309
3 C -0.017
4 N -0.604

Density functional theory data (ωB97M-V/def2-TZVPD) for 2 unconnected molecules or ions with the total composition C4H7OP.

Properties
**Strongest force on any atom**: 2.65 eV/Å
**Kohn-Sham gap**: 10.41 eV
**Lowest unoccupied orbital energy**: 0.950 eV
**SMILES**: O[C@@H]1CP1.C#C
**Energy above the lowest of the compared OMol25 structures with the same formula, charge and spin**: 384.8 kJ/mol

ORCA input file:
```
! wB97M-V def2-TZVPD RIJCOSX def2/J DEFGRID3
* xyz 0 1
O -0.020 2.778 -0.906
C -0.240 1.850 0.089
C 0.837 0.777 0.143
P -0.920 0.168 -0.311
H -0.648 2.516 -1.606
H -0.688 2.317 0.973
H 1.084 0.447 1.135
H 1.539 0.633 -0.635
H -1.097 0.112 1.064
C -0.800 -3.671 -0.553
C 0.294 -3.482 -1.007
H -1.825 -3.946 -0.373
H 1.205 -3.488 -1.468
*
```

Atomic partial charges in e from the Mulliken method, atoms 1 to 4:
1 O -0.508
2 C -0.018
3 C -0.670
4 P -0.010

Density functional theory data (ωB97M-V/def2-TZVPD) for a molecular structure, C39H40AsCl2N2OPdSSe.

Properties
**Strongest force on any atom**: 1.49 eV/Å
**Kohn-Sham gap (alpha / beta)**: 8.66 / 4.70 eV
**Lowest unoccupied orbital energy (alpha / beta)**: -7.572 / -11.536 eV
**⟨S²⟩**: 6.0398
**Energy above the lowest of the compared OMol25 structures with the same formula, charge and spin**: 38.1 kJ/mol

ORCA input file:
```
! wB97M-V def2-TZVPD RIJCOSX def2/J DEFGRID3
* xyz 3 5
Pd -0.287 -1.288 -1.146
Cl -2.045 -2.676 -2.078
C -3.066 -1.657 -3.037
C -3.966 -2.255 -3.878
C -4.819 -1.456 -4.651
C -4.769 -0.073 -4.579
C -3.858 0.535 -3.735
Cl -3.785 2.237 -3.651
C -2.965 -0.247 -2.938
S -1.853 0.555 -1.928
H -4.020 -3.333 -3.941
H -5.530 -1.934 -5.311
H -5.431 0.535 -5.180
C -3.134 -1.287 3.838
C -3.446 0.205 3.916
C -4.352 0.703 2.788
C -3.752 0.580 1.383
N -2.621 1.491 1.187
C -1.315 1.187 1.131
Se -0.558 -0.531 1.256
N -0.585 2.299 1.012
C 0.877 2.372 1.011
C 1.420 2.815 2.368
C 1.057 1.852 3.497
C 1.837 2.151 4.772
C -1.443 3.385 1.004
C -1.204 4.756 0.940
C -2.309 5.575 1.016
C -3.614 5.058 1.107
C -3.858 3.702 1.137
C -2.741 2.870 1.109
H -2.625 -1.625 4.740
H -2.476 -1.527 2.995
H -4.047 -1.872 3.717
H -2.521 0.792 3.954
H -3.966 0.395 4.855
H -4.609 1.748 2.967
H -5.284 0.135 2.806
H -4.503 0.836 0.634
H -3.414 -0.441 1.192
H 1.180 3.055 0.218
H 1.262 1.379 0.758
H 1.042 3.811 2.609
H 2.506 2.892 2.284
H 1.263 0.821 3.175
H -0.015 1.916 3.713
H 2.912 2.064 4.607
H 1.558 1.466 5.572
H 1.638 3.167 5.117
H -0.208 5.166 0.842
H -2.174 6.647 1.011
H -4.447 5.745 1.164
H -4.866 3.313 1.179
O 1.453 -0.030 -1.529
As 2.520 -1.331 -1.386
C 2.822 -1.509 0.520
C 2.096 -2.345 1.365
C 2.306 -2.277 2.739
C 3.208 -1.359 3.257
C 3.910 -0.506 2.414
C 3.724 -0.585 1.041
C 1.555 -2.789 -2.268
C 1.050 -3.951 -1.670
C 0.452 -4.917 -2.470
C 0.367 -4.736 -3.843
C 0.858 -3.576 -4.436
C 1.446 -2.598 -3.651
C 4.162 -0.969 -2.302
C 4.296 0.187 -3.062
C 5.493 0.407 -3.727
C 6.529 -0.512 -3.622
C 6.376 -1.673 -2.873
C 5.187 -1.907 -2.204
H 1.386 -3.064 0.974
H 1.780 -2.955 3.399
H 3.381 -1.319 4.325
H 4.617 0.207 2.817
H 4.275 0.062 0.367
H 1.181 -4.147 -0.614
H 0.077 -5.826 -2.017
H -0.057 -5.516 -4.462
H 0.814 -3.446 -5.509
H 1.864 -1.705 -4.105
H 3.481 0.898 -3.126
H 5.613 1.294 -4.334
H 7.469 -0.318 -4.121
H 7.180 -2.394 -2.810
H 5.057 -2.802 -1.605
*
```

Atomic partial charges in e from the Mulliken method, atoms 1 to 4:
1 Pd 0.486
2 Cl -0.035
3 C 0.724
4 C -0.728

> What is the formula in the first record?

C6H10N3